Here is a 2-piece molecular cluster, C36H40N3O overall from the OMol25 dataset. Energies are from wB97M-V/def2-TZVPD.

ORCA input file:
```
! RIJCOSX wB97M-V def2-TZVPD def2/J DEFGRID3
* xyz 1 1
C -2.18 3.81 2.74
N -0.87 3.24 2.52
C -0.45 1.89 2.82
C -1.34 0.70 2.36
C -1.37 0.76 0.84
C -2.74 0.80 2.96
C -0.69 -0.60 2.84
N 0.87 1.87 2.20
C 1.42 3.18 2.50
C 2.62 3.63 1.68
C 3.84 2.83 2.05
C 4.69 3.25 3.08
C 5.76 2.44 3.48
C 5.98 1.22 2.82
C 5.11 0.79 1.82
C 4.04 1.60 1.43
C 0.21 4.06 2.29
O 0.20 5.23 1.92
H -2.07 4.89 2.66
H -2.88 3.49 1.97
H -2.58 3.54 3.73
H -0.36 1.78 3.94
H -0.36 0.91 0.43
H -1.74 -0.19 0.44
H -2.01 1.56 0.47
H -2.69 0.98 4.05
H -3.33 1.61 2.51
H -3.31 -0.12 2.81
H -0.60 -0.60 3.94
H -1.29 -1.47 2.55
H 0.31 -0.74 2.42
H 1.46 1.10 2.53
H 1.70 3.23 3.58
H 2.38 3.55 0.61
H 2.78 4.69 1.93
H 4.49 4.21 3.57
H 6.41 2.77 4.29
H 6.84 0.61 3.10
H 5.25 -0.17 1.33
H 3.35 1.30 0.64
C -1.15 3.29 -3.80
N -1.61 1.98 -4.20
C -1.96 1.84 -5.59
C -1.35 0.85 -3.43
C -2.33 0.40 -2.52
C -2.08 -0.70 -1.75
C -0.87 -1.44 -1.86
C -0.72 -2.67 -1.14
C 0.52 -3.43 -1.03
C 0.18 -4.82 -0.90
C 1.11 -5.82 -1.13
C 2.45 -5.47 -1.34
C 2.81 -4.11 -1.39
C 1.86 -3.09 -1.24
C -1.27 -4.94 -0.90
C -1.83 -3.62 -1.04
C -3.18 -3.53 -1.40
C -3.96 -4.69 -1.52
C -3.40 -5.96 -1.34
C -2.02 -6.09 -1.10
C 0.10 -0.98 -2.78
C -0.14 0.14 -3.56
H -0.96 3.30 -2.71
H -0.23 3.57 -4.34
H -1.94 4.03 -4.03
H -2.37 0.84 -5.77
H -2.73 2.60 -5.84
H -1.09 2.00 -6.25
H -3.27 0.96 -2.45
H -2.83 -1.00 -1.01
H 0.77 -6.85 -1.16
H 3.20 -6.24 -1.46
H 3.86 -3.84 -1.55
H 2.14 -2.04 -1.29
H -3.64 -2.57 -1.62
H -5.02 -4.59 -1.77
H -4.02 -6.85 -1.42
H -1.52 -7.05 -1.08
H 1.02 -1.54 -2.92
H 0.61 0.50 -4.26
*
```

## Properties
**Orbital gap**: 4.794 eV
**E_LUMO**: -0.2178 Ha
**Total energy**: -1635.04902 a.u.
**Energy relative to the best compared isomer or geometry (same formula, charge and spin)**: 0.8465 eV
**Highest occupied orbital energy**: -10.7 eV

Atomic partial charges in e from the Löwdin method, atoms 1 to 4: number 1, C, carries -0.03; number 2, N, carries -0.03; number 3, C, carries -0.28; number 4, C, carries -0.54



Here is a 6-piece molecular cluster, C36H40N3O2 overall from the OMol25 dataset. Energies are from wB97M-V/def2-TZVPD.

ORCA input file:
```
! RIJCOSX wB97M-V def2-TZVPD def2/J DEFGRID3
* xyz 1 1
N -2.37 -3.53 1.81
C -1.62 -2.79 0.79
O -0.59 -2.15 1.16
C -2.00 -2.70 -0.77
C -3.11 -1.52 -0.90
C -4.55 -2.03 -0.43
C -5.51 -3.10 -0.98
N -6.73 -3.06 -0.12
C -6.45 -2.06 0.88
O -7.25 -1.59 1.96
N -5.17 -1.42 0.75
H -2.69 -2.92 2.58
H -3.12 -4.11 1.42
H -2.47 -3.64 -1.21
H -1.08 -2.33 -1.35
H -2.86 -0.59 -0.25
H -3.15 -1.17 -1.99
H -5.32 -3.77 -1.88
H -7.58 -3.63 -0.21
H -7.26 -0.61 1.83
H -4.70 -0.69 1.30
C -0.98 -3.14 6.22
C -1.60 -3.47 7.42
C -2.61 -4.44 7.43
C -2.98 -5.07 6.24
C -2.35 -4.73 5.05
C -1.35 -3.76 5.04
H -0.20 -2.38 6.21
H -1.31 -2.99 8.34
H -3.10 -4.70 8.36
H -3.76 -5.83 6.25
H -2.64 -5.23 4.13
H -0.87 -3.50 4.10
C 0.33 1.65 -1.19
C 1.34 2.28 -1.91
C 2.59 1.68 -2.03
C 2.83 0.44 -1.43
C 1.82 -0.18 -0.71
C 0.57 0.42 -0.58
H -0.64 2.12 -1.10
H 1.16 3.24 -2.39
H 3.38 2.17 -2.59
H 3.80 -0.03 -1.52
H 2.00 -1.15 -0.24
H -0.21 -0.07 -0.02
C 0.93 7.55 -0.78
C 0.71 8.59 -1.68
C 1.09 8.44 -3.01
C 1.68 7.26 -3.44
C 1.89 6.22 -2.54
C 1.52 6.37 -1.21
H 0.63 7.66 0.26
H 0.24 9.51 -1.34
H 0.92 9.26 -3.71
H 1.97 7.15 -4.48
H 2.35 5.30 -2.88
H 1.70 5.56 -0.51
C 0.51 -6.92 -2.69
C 0.11 -5.92 -1.81
C -0.87 -6.18 -0.86
C -1.45 -7.44 -0.79
C -1.05 -8.44 -1.67
C -0.07 -8.18 -2.63
H 1.28 -6.71 -3.44
H 0.57 -4.93 -1.86
H -1.19 -5.40 -0.18
H -2.22 -7.65 -0.05
H -1.50 -9.43 -1.62
H 0.24 -8.96 -3.32
C 5.33 6.94 -1.71
C 5.81 7.59 -0.57
C 7.18 7.59 -0.30
C 8.06 6.95 -1.17
C 7.58 6.31 -2.30
C 6.21 6.30 -2.57
H 4.27 6.93 -1.92
H 5.12 8.09 0.10
H 7.55 8.09 0.59
H 9.13 6.96 -0.95
H 8.27 5.81 -2.97
H 5.84 5.79 -3.45
*
```

## Properties
**Orbital gap**: 6.281 eV
**E_LUMO**: -0.1445 Ha
**Total energy**: -1710.19285 a.u.
**Highest occupied orbital energy**: -10.2 eV

Atomic partial charges in e from the Löwdin method, atoms 1 to 4: number 1, N, carries 0.12; number 2, C, carries -0.41; number 3, O, carries 0.01; number 4, C, carries -0.09



Here is a 2-piece molecular cluster, C36H40N4O3 overall from the OMol25 dataset. Energies are from wB97M-V/def2-TZVPD.

ORCA input file:
```
! RIJCOSX wB97M-V def2-TZVPD def2/J DEFGRID3
* xyz 0 1
C -1.19 -6.09 -0.95
N -1.01 -4.67 -1.10
C -1.88 -3.91 -1.83
O -2.87 -4.35 -2.43
C -1.40 -2.47 -1.76
C -2.46 -1.50 -1.23
C -3.65 -1.42 -2.12
C -3.71 -1.02 -3.45
N -4.98 -1.26 -3.93
C -5.77 -1.79 -2.92
C -7.07 -2.28 -2.95
C -7.58 -2.86 -1.78
C -6.79 -2.97 -0.63
C -5.47 -2.49 -0.60
C -4.96 -1.90 -1.76
N -0.22 -2.56 -0.89
C 0.47 -1.45 -0.56
C 1.53 -1.38 0.33
C 2.15 -0.18 0.70
C 3.43 -0.18 1.39
C 4.17 1.03 1.53
C 5.36 1.07 2.24
C 5.89 -0.10 2.80
C 5.22 -1.31 2.63
C 4.01 -1.36 1.94
C 0.05 -3.93 -0.42
C -0.10 -4.06 1.10
C 1.42 -4.46 -0.87
H -2.10 -6.39 -1.49
H -0.33 -6.64 -1.36
H -1.30 -6.36 0.11
H -1.09 -2.15 -2.78
H -2.80 -1.86 -0.24
H -2.02 -0.50 -1.06
H -2.91 -0.61 -4.07
H -5.29 -1.07 -4.88
H -7.65 -2.19 -3.87
H -8.60 -3.24 -1.76
H -7.20 -3.43 0.27
H -4.82 -2.58 0.27
H 0.13 -0.54 -1.06
H 1.90 -2.32 0.73
H 1.80 0.74 0.23
H 3.77 1.93 1.06
H 5.87 2.02 2.36
H 6.83 -0.06 3.36
H 5.64 -2.23 3.05
H 3.50 -2.32 1.83
H -1.11 -3.74 1.40
H 0.04 -5.12 1.39
H 0.63 -3.46 1.63
H 1.47 -4.46 -1.97
H 2.24 -3.85 -0.47
H 1.55 -5.49 -0.51
C -0.90 3.74 -2.66
C -1.30 3.29 -1.29
O -0.07 3.10 -0.51
C -0.14 2.16 0.45
C 0.91 2.30 1.52
C 0.69 1.54 2.77
N 1.55 3.46 1.49
C 2.19 4.14 2.39
C 2.85 5.40 2.10
C 3.51 6.16 3.11
C 4.12 7.36 2.79
C 4.11 7.84 1.47
C 3.46 7.10 0.47
C 2.83 5.89 0.78
O -0.99 1.27 0.49
H -1.78 4.10 -3.20
H -0.15 4.54 -2.63
H -0.49 2.90 -3.23
H -1.90 4.05 -0.77
H -1.85 2.34 -1.32
H 0.09 0.66 2.53
H 1.65 1.24 3.20
H 0.16 2.15 3.52
H 2.24 3.79 3.44
H 3.51 5.78 4.13
H 4.62 7.95 3.57
H 4.59 8.79 1.22
H 3.45 7.46 -0.56
H 2.31 5.31 0.03
*
```

## Properties
**Orbital gap**: 3.834 eV
**E_LUMO**: -0.0619 Ha
**Total energy**: -1840.47871 a.u.
**Energy relative to the best compared isomer or geometry (same formula, charge and spin)**: 0.8861 eV
**Highest occupied orbital energy**: -5.5 eV

Atomic partial charges in e from the Löwdin method, atoms 1 to 4: number 1, C, carries -0.01; number 2, N, carries -0.03; number 3, C, carries -0.36; number 4, O, carries 0.09



- What is the highest occupied orbital energy in the third record?
  -5.5 eV



- What is the E_LUMO in the first record?
  -0.2178 Ha